{
  "formula": "C29H26N5Pt",
  "method": "the ωB97M-V functional and the def2-TZVPD basis",
  "species": ["Pt", "N", "N", "N", "N", "N", "C", "C", "C", "C", "C", "C", "C", "C", "C", "C", "C", "C", "C", "C", "C", "C", "C", "C", "C", "C", "C", "C", "C", "C", "C", "C", "C", "C", "C", "H", "H", "H", "H", "H", "H", "H", "H", "H", "H", "H", "H", "H", "H", "H", "H", "H", "H", "H", "H", "H", "H", "H", "H", "H", "H"],
  "xyz": [[0.524, -0.071, 0.993], [-0.715, 1.600, 1.159], [1.142, -2.086, 1.027], [-1.208, -0.949, 1.222], [2.310, 0.891, 0.823], [0.961, -0.131, -1.197], [2.114, 0.373, -1.464], [-2.614, 3.533, 1.791], [-0.465, 2.915, 0.895], [3.616, -1.795, 1.076], [0.164, -0.857, -2.187], [2.385, -2.625, 0.899], [-2.914, 2.207, 1.957], [0.190, -4.290, 0.800], [-2.982, 1.275, -2.414], [-0.990, -0.048, -2.740], [-2.189, 0.840, -4.637], [-3.406, -0.792, 2.098], [-1.391, 3.881, 1.230], [0.057, -2.929, 1.032], [-3.114, 1.427, -3.790], [2.539, -3.980, 0.659], [-2.246, -0.166, 1.679], [-1.930, 0.539, -1.893], [-3.492, -2.177, 2.080], [4.080, 1.650, -0.348], [2.861, 0.988, -0.426], [-1.129, 0.109, -4.112], [0.782, 3.337, 0.189], [4.260, 1.970, 1.005], [-2.375, -2.947, 1.702], [-1.969, 1.240, 1.619], [-1.229, -2.316, 1.311], [3.141, 1.490, 1.691], [1.440, -4.818, 0.585], [2.919, 1.541, 2.747], [-4.400, -2.666, 2.405], [-1.152, 4.914, 1.018], [-3.937, 2.001, -4.197], [3.541, -4.370, 0.553], [-3.878, 1.899, 2.334], [-0.404, -0.342, -4.781], [0.990, 2.688, -0.654], [5.094, 2.491, 1.447], [3.858, -1.230, 0.177], [1.651, 3.328, 0.848], [-2.409, -4.026, 1.766], [-1.839, 0.413, -0.823], [4.737, 1.879, -1.173], [1.566, -5.874, 0.387], [-3.335, 4.295, 2.055], [0.647, 4.350, -0.183], [-4.247, -0.208, 2.447], [-3.706, 1.727, -1.747], [-0.206, -1.767, -1.709], [0.819, -1.167, -3.004], [4.454, -2.454, 1.293], [-0.693, -4.911, 0.778], [-2.286, 0.954, -5.709], [2.501, 0.336, -2.482], [3.509, -1.090, 1.892]],
  "relative_energy_kj_mol": 0.0,
  "multiplicity": 3,
  "s2": 2.037,
  "orbital_gap_ev": [4.97, 6.28],
  "total_charge": 1,
  "lumo_energy_ev": [-3.42, -4.61]
}

---

{
  "formula": "C29H27BCl3IMnN10OS2",
  "method": "the ωB97M-V functional and the def2-TZVPD basis",
  "species": ["I", "Mn", "Cl", "Cl", "Cl", "S", "S", "O", "N", "N", "N", "N", "N", "N", "N", "N", "N", "N", "C", "C", "C", "C", "C", "C", "C", "C", "C", "C", "C", "C", "C", "C", "C", "C", "C", "C", "C", "C", "C", "C", "C", "C", "C", "C", "C", "C", "C", "B", "H", "H", "H", "H", "H", "H", "H", "H", "H", "H", "H", "H", "H", "H", "H", "H", "H", "H", "H", "H", "H", "H", "H", "H", "H", "H", "H"],
  "xyz": [[-3.442, 0.022, 1.827], [-1.049, 1.258, 1.744], [0.999, -1.265, -2.090], [-3.646, -2.602, -1.324], [3.706, 1.679, -5.636], [-0.991, 3.716, 1.966], [-1.438, -4.588, -1.314], [-2.023, -1.569, -4.956], [-0.162, -0.606, 1.965], [0.991, 1.688, 1.389], [0.317, 1.029, 4.317], [-2.022, 1.138, -2.451], [1.897, 1.475, 2.375], [0.963, -0.755, 2.704], [-1.312, 1.564, -0.415], [2.622, 0.164, 4.437], [-0.882, 1.244, 3.745], [3.373, 1.212, 4.856], [-1.558, 2.432, -2.459], [-2.509, 0.366, -3.576], [1.479, -1.977, 2.489], [-2.515, 3.118, 1.938], [0.658, -2.660, 1.622], [2.214, 0.950, -5.138], [3.025, 2.261, 0.650], [-2.228, -3.507, -3.517], [4.170, 0.737, 5.796], [0.978, -0.348, -3.567], [2.936, -0.950, 5.140], [-2.481, -3.534, -2.175], [1.662, 2.172, 0.353], [-1.750, 1.466, 4.726], [-2.901, -2.607, -4.509], [1.084, 1.094, -5.928], [3.939, -0.631, 6.022], [-0.098, 0.518, -5.506], [0.208, 1.119, 5.652], [-0.362, -1.752, 1.328], [-1.521, -0.769, -3.901], [-1.105, 1.406, 5.960], [3.129, 1.797, 1.941], [-1.858, 0.666, -1.204], [2.177, 0.231, -3.960], [-0.184, -0.206, -4.319], [-1.145, -4.377, -3.843], [-0.629, -5.015, -2.762], [-1.101, 2.675, -1.201], [1.485, 0.480, 3.480], [-3.498, -0.027, -3.340], [3.978, 1.688, 2.590], [2.407, -2.284, 2.936], [-0.984, 0.614, -6.121], [-3.164, -3.158, -5.411], [-3.819, -2.190, -4.085], [-2.792, 1.622, 4.505], [-3.099, 3.092, 1.021], [-1.386, -1.383, -3.010], [2.395, -1.872, 5.026], [-0.688, 3.582, -0.799], [-3.069, 2.916, 2.847], [4.876, 1.392, 6.277], [3.063, 0.116, -3.353], [-2.594, 1.025, -4.440], [-0.772, -4.501, -4.848], [-1.577, 3.040, -3.345], [1.153, 2.427, -0.558], [0.779, -3.664, 1.259], [0.183, -5.723, -2.736], [1.068, 0.978, 6.284], [-1.233, -1.865, 0.706], [-2.160, -0.319, -0.901], [-1.535, 1.544, 6.935], [1.137, 1.649, -6.854], [4.418, -1.285, 6.728], [3.814, 2.626, 0.017]],
  "relative_energy_kj_mol": 0.0,
  "multiplicity": 2,
  "s2": 0.776,
  "orbital_gap_ev": [8.11, 7.85],
  "lumo_energy_ev": [0.29, 0.24]
}

---

{
  "formula": "C29H27BrCoN9O7",
  "method": "the ωB97M-V functional and the def2-TZVPD basis",
  "species": ["Br", "Co", "O", "O", "O", "O", "O", "O", "O", "N", "N", "N", "N", "N", "N", "N", "N", "N", "C", "C", "C", "C", "C", "C", "C", "C", "C", "C", "C", "C", "C", "C", "C", "C", "C", "C", "C", "C", "C", "C", "C", "C", "C", "C", "C", "C", "C", "H", "H", "H", "H", "H", "H", "H", "H", "H", "H", "H", "H", "H", "H", "H", "H", "H", "H", "H", "H", "H", "H", "H", "H", "H", "H", "H"],
  "xyz": [[0.746, 2.076, -6.136], [0.560, -1.232, -0.026], [3.291, -0.777, 5.648], [-1.336, -0.956, 0.527], [4.284, -1.090, 1.100], [2.421, -1.164, -0.134], [0.599, 0.701, -0.297], [0.544, -1.213, -2.018], [4.665, -0.893, 3.905], [-3.025, 0.520, -3.446], [0.887, -1.073, 1.819], [-3.564, -0.672, 0.361], [2.633, -3.656, -0.835], [0.524, -3.188, 0.108], [-2.173, -0.283, -1.493], [1.121, 3.425, 0.236], [-0.286, 4.491, -1.158], [0.161, -1.035, 2.935], [3.465, -0.867, 4.469], [0.506, 3.481, -1.012], [2.276, -0.953, 3.559], [1.332, -5.449, 0.004], [1.067, 5.127, 2.129], [-2.325, -0.644, -0.233], [2.162, -1.030, 2.170], [-0.169, 5.224, 0.022], [-3.243, 0.091, -2.208], [0.716, 1.682, -4.298], [-0.835, -5.019, 0.891], [1.506, -4.061, -0.226], [0.671, 2.710, -3.375], [0.183, -5.928, 0.551], [-4.665, -0.348, -0.380], [3.084, -1.091, 1.005], [0.716, 0.341, -3.903], [-0.785, 6.420, 0.386], [0.725, 4.596, 0.891], [-4.559, 0.030, -1.666], [0.457, 6.319, 2.470], [0.686, 1.091, -1.627], [0.545, -2.311, -2.960], [0.965, -0.961, 4.008], [-0.459, 6.953, 1.615], [0.676, 0.062, -2.551], [0.662, 2.416, -2.011], [-3.701, -1.041, 1.771], [-0.619, -3.699, 0.663], [-0.845, -1.044, 2.868], [2.026, 2.999, 0.379], [4.646, -0.971, 2.930], [0.746, -0.436, -4.650], [0.637, 3.744, -3.688], [-3.779, 0.858, -4.020], [1.778, 4.649, 2.789], [-1.479, 6.910, -0.284], [2.141, -6.111, -0.272], [-4.749, -0.968, 2.047], [0.587, -0.909, 5.017], [0.412, -3.219, -2.385], [-1.767, -5.345, 1.328], [2.877, -2.679, -0.891], [-1.365, -2.968, 0.926], [-3.363, -2.062, 1.933], [1.494, -2.329, -3.493], [0.060, -6.989, 0.722], [0.249, 1.415, 0.268], [-3.128, -0.354, 2.391], [0.694, 6.780, 3.420], [-2.074, 0.655, -3.766], [-0.908, 7.886, 1.929], [3.355, -4.337, -0.993], [-5.614, -0.406, 0.135], [-0.291, -2.183, -3.645], [-5.432, 0.295, -2.243]],
  "relative_energy_kj_mol": 0.0,
  "orbital_gap_ev": 6.17,
  "total_charge": 2,
  "lumo_energy_ev": -6.86
}

---

{
  "formula": "C29H27BrCoN9O7",
  "method": "the ωB97M-V functional and the def2-TZVPD basis",
  "species": ["Br", "Co", "O", "O", "O", "O", "O", "O", "O", "N", "N", "N", "N", "N", "N", "N", "N", "N", "C", "C", "C", "C", "C", "C", "C", "C", "C", "C", "C", "C", "C", "C", "C", "C", "C", "C", "C", "C", "C", "C", "C", "C", "C", "C", "C", "C", "C", "H", "H", "H", "H", "H", "H", "H", "H", "H", "H", "H", "H", "H", "H", "H", "H", "H", "H", "H", "H", "H", "H", "H", "H", "H", "H", "H"],
  "xyz": [[3.777, 3.585, -4.163], [-0.878, 0.653, 0.894], [-2.190, -4.345, -3.022], [-1.011, -4.776, -1.192], [0.436, 2.409, -0.261], [-0.515, -1.248, 1.652], [-0.106, -3.293, 0.858], [-2.582, 2.271, 0.495], [0.966, -0.127, -0.355], [0.485, 1.605, 2.306], [-1.869, -0.568, -0.499], [3.576, -1.720, -3.356], [1.917, -2.259, -1.938], [-2.354, -0.606, 3.933], [-4.331, 2.360, 1.982], [-2.494, 0.917, 2.242], [2.003, -0.174, 2.315], [-2.563, -0.470, -1.633], [2.238, 3.221, 3.728], [3.139, 1.040, -3.107], [-4.248, 0.898, 3.855], [0.167, 3.816, -0.140], [1.928, -4.737, -2.411], [3.692, -5.293, -4.076], [0.149, 2.856, 2.669], [-5.006, 3.396, 1.195], [-3.016, 0.386, 3.347], [2.656, -1.257, -2.471], [-1.703, -3.971, -1.994], [2.338, -3.437, -2.522], [-4.857, 1.868, 3.140], [1.324, 2.032, -1.225], [-3.134, 1.868, 1.535], [-0.634, -2.185, 0.785], [3.402, -3.032, -3.402], [1.976, 2.897, -2.094], [2.888, 2.391, -3.017], [2.590, 1.931, 3.392], [4.096, -4.002, -4.189], [-1.476, -1.832, -0.411], [2.474, 0.160, -2.238], [1.683, 1.145, 2.686], [0.981, 3.696, 3.369], [2.622, -5.657, -3.206], [-2.629, -1.642, -2.280], [1.599, 0.673, -1.276], [-1.917, -2.563, -1.532], [-0.578, 3.909, 0.639], [4.173, -6.071, -4.652], [-2.967, 0.418, -1.890], [-4.344, 4.248, 1.063], [-0.236, 4.206, -1.075], [-5.277, 3.002, 0.218], [1.112, -5.048, -1.775], [-2.738, -1.073, 4.736], [2.928, 3.846, 4.278], [1.804, 3.962, -2.058], [1.155, -2.134, -1.287], [1.256, -0.829, 2.549], [3.820, 0.643, -3.844], [-0.694, -4.311, -0.378], [3.548, 1.521, 3.682], [-1.585, -1.035, 3.433], [0.658, 4.694, 3.628], [-5.799, 2.300, 3.447], [-4.690, 0.516, 4.761], [1.569, -0.242, 0.448], [-5.902, 3.706, 1.725], [1.078, 4.350, 0.132], [-3.153, -1.771, -3.212], [2.330, -6.698, -3.161], [-0.838, 3.183, 2.365], [4.898, -3.691, -4.844], [2.886, -0.480, 2.702]],
  "relative_energy_kj_mol": 19.8,
  "multiplicity": 5,
  "s2": 6.038,
  "orbital_gap_ev": [8.31, 5.41],
  "total_charge": 2,
  "lumo_energy_ev": [-5.57, -8.42]
}

---

{
  "formula": "C29H27F3N2O4PtS2Sb",
  "method": "the ωB97M-V functional and the def2-TZVPD basis",
  "species": ["Pt", "Sb", "S", "S", "F", "F", "F", "O", "O", "O", "O", "N", "N", "C", "C", "C", "C", "C", "C", "C", "C", "C", "C", "C", "C", "C", "C", "C", "C", "C", "C", "C", "C", "C", "C", "C", "C", "C", "C", "C", "C", "C", "H", "H", "H", "H", "H", "H", "H", "H", "H", "H", "H", "H", "H", "H", "H", "H", "H", "H", "H", "H", "H", "H", "H", "H", "H", "H", "H"],
  "xyz": [[0.391, -1.826, -0.913], [-0.274, -0.550, 1.184], [1.865, 4.617, -3.054], [1.598, -3.017, -5.211], [4.912, 1.484, 3.975], [-3.141, -1.392, 6.626], [-4.273, 4.107, 0.205], [1.060, 4.961, -1.904], [3.188, 5.164, -3.133], [-2.069, -2.335, -1.094], [1.170, 4.365, -4.289], [0.844, -2.743, -2.798], [2.690, -0.944, -0.929], [-2.481, -2.336, 4.581], [-2.032, 3.452, 0.505], [0.904, -4.361, -4.405], [-1.115, 2.432, 0.690], [-3.799, 1.812, 0.304], [-2.762, -2.017, -2.305], [1.277, 0.802, -1.879], [-1.978, -0.026, 5.110], [2.209, 2.861, -2.532], [-1.296, -0.972, 3.008], [2.548, 0.358, -1.519], [-2.535, -1.252, 5.440], [1.095, 2.078, -2.385], [3.356, 1.749, 2.233], [1.464, 0.263, 2.136], [3.778, 1.099, 3.381], [0.563, -4.030, -3.132], [-1.362, 0.105, 3.882], [1.390, -2.094, -3.792], [2.201, 1.314, 1.609], [3.064, 0.042, 3.926], [-2.870, 0.806, 0.486], [-3.368, 3.129, 0.337], [3.484, 2.451, -2.245], [3.654, 1.175, -1.724], [1.906, -0.369, 3.293], [-1.853, -2.191, 3.354], [-1.531, 1.110, 0.703], [-3.800, -3.069, -2.654], [1.694, -1.065, -3.750], [1.887, 1.810, 0.702], [0.787, -5.301, -4.902], [-4.343, -2.764, -3.543], [-1.724, 4.485, 0.500], [-3.188, -0.229, 0.474], [2.896, -0.844, 0.065], [4.319, 3.106, -2.422], [-1.796, -3.031, 2.674], [3.463, -1.458, -1.348], [4.638, 0.820, -1.460], [-2.140, -3.286, -0.942], [-4.521, -3.186, -1.848], [0.417, 0.129, -1.763], [-0.075, 2.685, 0.832], [0.116, -4.694, -2.412], [-3.329, -4.031, -2.852], [-2.028, 0.795, 5.805], [-0.918, 1.051, 3.600], [-2.921, -3.273, 4.882], [-4.847, 1.599, 0.158], [3.918, 2.580, 1.842], [3.421, -0.441, 4.821], [0.128, 2.469, -2.649], [1.338, -1.186, 3.720], [-2.039, -1.909, -3.125], [-3.229, -1.044, -2.132]],
  "orbital_gap_ev": 4.14,
  "total_charge": 1,
  "lumo_energy_ev": -6.00
}

---

{
  "formula": "C29H27N2",
  "method": "the ωB97M-V functional and the def2-TZVPD basis",
  "species": ["N", "N", "C", "C", "C", "C", "C", "C", "C", "C", "C", "C", "C", "C", "C", "C", "C", "C", "C", "C", "C", "C", "C", "C", "C", "C", "C", "C", "C", "C", "C", "H", "H", "H", "H", "H", "H", "H", "H", "H", "H", "H", "H", "H", "H", "H", "H", "H", "H", "H", "H", "H", "H", "H", "H", "H", "H", "H"],
  "xyz": [[-0.138, -0.944, -0.316], [-1.757, -0.757, 1.281], [-2.202, 3.397, 0.661], [-0.627, 2.508, 4.559], [-1.563, -2.184, 1.161], [-1.425, -1.463, -3.138], [-0.910, -0.127, 0.470], [4.158, -1.716, -2.297], [2.034, -0.655, -1.675], [-1.210, -2.323, -5.391], [4.173, 0.343, -1.006], [-0.388, -0.221, 4.001], [-1.584, 1.866, 3.773], [0.225, 2.023, 0.978], [4.842, -0.739, -1.569], [-0.052, -1.253, -3.042], [0.178, -2.155, -5.327], [-0.644, -2.302, -0.051], [-1.019, 4.086, 0.908], [-0.957, 1.338, 0.592], [0.487, -0.556, -1.733], [0.727, -1.496, -4.221], [-2.413, -0.180, 2.546], [-1.448, 0.506, 3.460], [2.753, -1.706, -2.263], [0.162, 3.398, 1.138], [0.442, 1.783, 5.095], [2.778, 0.426, -1.119], [-2.193, 2.026, 0.487], [0.559, 0.419, 4.809], [-2.009, -1.991, -4.301], [-1.636, -2.688, -6.330], [4.701, -2.475, -2.875], [2.255, -2.491, -2.802], [-2.871, -1.046, 3.052], [-2.418, 2.418, 3.338], [0.168, 0.549, -1.728], [0.835, -2.509, -6.128], [4.709, 1.154, -0.496], [1.389, -0.165, 5.219], [-3.096, -2.150, -4.320], [-2.052, -1.238, -2.293], [-0.294, -1.281, 3.769], [5.933, -0.857, -1.460], [1.779, -1.180, -4.314], [2.280, 1.385, -0.818], [1.160, 2.277, 5.722], [-1.107, -2.643, 2.037], [-0.733, 3.579, 4.746], [-1.260, -2.739, -0.854], [-1.043, 5.177, 0.981], [-3.238, 0.507, 2.251], [1.049, 3.910, 1.456], [0.165, -2.985, 0.251], [1.122, 1.423, 1.186], [-3.093, 1.451, 0.257], [-3.136, 3.913, 0.608], [-2.545, -2.650, 1.077]],
  "orbital_gap_ev": 8.81,
  "smiles": "c1ccc(CN2CC[N+](C(c3ccccc3)c3ccccc3)=C2c2ccccc2)cc1",
  "total_charge": 1,
  "lumo_energy_ev": -2.91
}